(1)
A structure of composition C34H46Cl2N3OOsP, computed with the ωB97M-V functional and the def2-TZVPD basis.

Element x y z (Å)
Os (0.709, 0.346, 1.268)
Cl (-2.546, -3.322, 1.636)
C (-1.638, -2.675, 2.932)
C (-1.805, -3.158, 4.224)
C (-1.114, -2.617, 5.293)
Cl (-1.421, -3.189, 6.874)
C (-0.164, -1.573, 5.089)
C (0.583, -0.956, 6.106)
C (1.455, 0.056, 5.777)
C (1.602, 0.436, 4.440)
N (0.905, -0.115, 3.461)
C (0.020, -1.093, 3.770)
C (-0.763, -1.594, 2.671)
O (-0.705, -1.010, 1.533)
H (-2.517, -3.949, 4.401)
H (0.464, -1.280, 7.128)
H (2.024, 0.562, 6.540)
H (2.305, 1.211, 4.167)
C (-2.846, 0.898, 2.679)
C (-2.007, 2.102, 2.642)
C (-2.411, 3.372, 3.166)
C (-1.398, 4.244, 2.896)
C (-0.395, 3.492, 2.203)
C (0.834, 4.063, 1.639)
N (-0.774, 2.196, 2.081)
H (-3.878, 1.170, 2.459)
H (-2.838, 0.476, 3.689)
H (-2.513, 0.145, 1.971)
H (-3.349, 3.568, 3.647)
H (-1.330, 5.285, 3.142)
H (0.626, 5.065, 1.263)
H (1.229, 3.427, 0.847)
H (1.585, 4.174, 2.425)
N (3.427, 1.797, 1.015)
C (2.357, 1.332, 1.049)
H (4.316, 2.248, 0.982)
C (2.573, 1.449, -4.581)
C (1.817, 2.476, -3.729)
C (1.525, 1.919, -2.328)
C (1.311, 0.409, -2.448)
C (2.683, -0.236, -2.679)
C (3.486, 0.592, -3.708)
P (0.342, -0.273, -1.022)
C (0.402, -2.135, -1.053)
C (1.661, -2.648, -0.348)
C (1.518, -4.144, -0.022)
C (0.679, -4.865, -1.083)
C (0.872, -4.199, -2.439)
C (0.217, -2.812, -2.421)
C (-1.461, 0.073, -1.399)
C (-1.956, -0.307, -2.807)
C (-2.425, 0.902, -3.611)
C (-3.556, 1.643, -2.893)
C (-3.312, 1.739, -1.379)
C (-1.835, 1.519, -1.066)
H (3.165, 1.963, -5.338)
H (1.873, 0.806, -5.117)
H (0.884, 2.741, -4.229)
H (2.405, 3.391, -3.638)
H (0.662, 2.424, -1.891)
H (2.371, 2.097, -1.660)
H (0.676, 0.222, -3.320)
H (2.567, -1.255, -3.048)
H (3.233, -0.277, -1.734)
H (4.069, -0.080, -4.337)
H (4.190, 1.247, -3.194)
H (-0.451, -2.405, -0.416)
H (1.835, -2.076, 0.582)
H (2.533, -2.498, -0.985)
H (1.057, -4.283, 0.958)
H (2.513, -4.589, 0.021)
H (-0.381, -4.831, -0.822)
H (0.966, -5.914, -1.134)
H (0.416, -4.798, -3.228)
H (1.937, -4.124, -2.662)
H (-0.849, -2.938, -2.610)
H (0.634, -2.212, -3.231)
H (-1.963, -0.572, -0.665)
H (-2.803, -0.985, -2.695)
H (-1.198, -0.838, -3.380)
H (-2.777, 0.560, -4.585)
H (-1.590, 1.582, -3.792)
H (-4.497, 1.124, -3.075)
H (-3.652, 2.640, -3.324)
H (-3.904, 0.989, -0.850)
H (-3.621, 2.718, -1.013)
H (-1.616, 1.712, -0.012)
H (-1.259, 2.223, -1.663)

Properties
**Net charge**: +2
**Gap between HOMO and LUMO (spin up / spin down)**: 2.93 / 3.01 eV
**Lowest unoccupied orbital energy (spin up / spin down)**: -9.8354 / -9.7655 eV
**Multiplicity**: 1
**Electronic energy**: -79307.631 eV

(2)
A structure of composition C34H46ClN4PY, computed with the ωB97M-V functional and the def2-TZVPD basis.

Element x y z (Å)
Y (-15.905, -3.066, 5.752)
N (-16.920, -2.125, 7.923)
C (-16.199, -2.448, 9.192)
C (-15.497, -3.821, 9.084)
N (-14.578, -3.883, 7.907)
C (-14.291, -5.345, 7.676)
C (-13.664, -5.634, 6.293)
N (-14.518, -5.130, 5.187)
C (-13.312, -3.077, 8.219)
C (-12.811, -2.277, 6.999)
N (-13.927, -1.528, 6.337)
H (-17.912, -2.428, 7.959)
H (-16.976, -1.094, 7.864)
H (-15.465, -1.642, 9.384)
H (-16.862, -2.510, 10.096)
H (-14.893, -4.024, 9.980)
H (-16.258, -4.628, 9.020)
H (-13.622, -5.701, 8.483)
H (-15.244, -5.881, 7.794)
H (-12.667, -5.205, 6.233)
H (-13.507, -6.714, 6.197)
H (-13.944, -4.963, 4.353)
H (-15.137, -5.924, 4.938)
H (-13.531, -2.413, 9.078)
H (-12.481, -3.705, 8.564)
H (-11.962, -1.609, 7.321)
H (-12.352, -2.976, 6.314)
H (-14.157, -0.740, 6.962)
H (-13.540, -1.097, 5.498)
C (-14.988, -4.444, 0.191)
C (-14.082, -4.408, 1.425)
C (-12.636, -4.707, 1.099)
C (-14.176, -3.096, 2.199)
C (-15.316, -2.829, 2.956)
C (-15.512, -1.557, 3.503)
C (-14.590, -0.516, 3.272)
C (-14.893, 0.909, 3.537)
C (-13.405, -0.852, 2.625)
C (-13.170, -2.132, 2.123)
H (-14.769, -5.349, -0.392)
H (-14.877, -3.525, -0.445)
H (-16.041, -4.462, 0.560)
H (-14.520, -5.194, 2.089)
H (-12.159, -4.024, 0.391)
H (-12.529, -5.748, 0.706)
H (-12.007, -4.704, 2.018)
H (-16.126, -3.579, 2.997)
H (-16.533, -1.274, 3.772)
H (-15.968, 1.076, 3.346)
H (-14.282, 1.483, 2.849)
H (-14.642, 1.222, 4.538)
H (-12.624, -0.091, 2.529)
H (-12.199, -2.414, 1.705)
Cl (-17.695, -5.135, 6.366)
C (-19.434, -4.645, 6.361)
C (-20.343, -5.339, 7.170)
C (-21.741, -5.179, 7.105)
C (-22.256, -4.291, 6.121)
C (-21.361, -3.628, 5.286)
C (-19.963, -3.670, 5.520)
P (-18.913, -2.480, 4.610)
C (-19.197, -2.924, 2.907)
C (-19.315, -1.980, 1.871)
C (-19.652, -2.395, 0.597)
C (-20.032, -3.720, 0.349)
C (-19.941, -4.657, 1.381)
C (-19.442, -4.279, 2.652)
C (-19.629, -0.799, 4.764)
C (-18.882, 0.232, 5.315)
C (-19.478, 1.501, 5.502)
C (-20.783, 1.770, 5.074)
C (-21.489, 0.742, 4.435)
C (-20.890, -0.510, 4.225)
H (-19.888, -6.165, 7.768)
H (-22.372, -5.729, 7.797)
H (-23.323, -4.134, 5.958)
H (-21.712, -3.090, 4.401)
H (-18.948, -0.972, 2.062)
H (-19.621, -1.631, -0.183)
H (-20.358, -4.050, -0.644)
H (-20.101, -5.725, 1.252)
H (-19.240, -5.005, 3.473)
H (-17.833, 0.069, 5.610)
H (-18.898, 2.279, 5.980)
H (-21.221, 2.764, 5.278)
H (-22.504, 0.900, 4.119)
H (-21.426, -1.301, 3.683)

Properties
**Net charge**: +3
**Gap between HOMO and LUMO**: 7.49 eV
**Lowest unoccupied orbital energy**: -8.5442 eV
**Energy above the lowest of the compared OMol25 structures with the same formula, charge and spin**: 0.0 kJ/mol
**Multiplicity**: 1
**Electronic energy**: -64798.205 eV